C2H4O2 | the ωB97M-V functional and the def2-TZVPD basis

Positions of all 8 atoms, in Å:
H -0.199 -0.591 4.026
O 0.059 -2.210 2.827
H 1.253 0.586 -3.272
C 0.258 1.013 -3.003
H -0.529 -0.326 2.172
O 0.094 2.074 -2.350
H -0.640 0.485 -3.404
C -0.295 -1.031 3.005

Calculated values
Orbital gap ... 10.7898 eV
Energy relative to the best compared isomer or geometry (same formula, charge and spin) ... 62.0 kcal per mole
Structure (SMILES) ... C=O.C=O
Charge ... 0
LUMO energy ... 0.450 eV
Highest occupied orbital energy ... -10.340 eV

The molecule's Löwdin atomic charges, reported in e, are given here: 0.08, -0.05, 0.08, -0.10, 0.08, -0.06, 0.08, -0.11

C2H4O2P2 | the ωB97M-V functional and the def2-TZVPD basis

Positions of all 10 atoms, in Å:
H 1.100 0.490 1.552
H 0.511 -1.143 0.540
H 1.235 0.422 -0.358
C 0.747 0.015 0.549
P -3.252 -0.982 0.213
C -2.192 -0.556 -1.021
H -1.921 -0.853 -1.958
O -2.034 2.275 -0.335
O -2.676 0.273 1.116
P -1.667 0.898 -0.006

Calculated values
Orbital gap (spin up / spin down) ... 8.3315 / 8.3310 eV
Energy relative to the best compared isomer or geometry (same formula, charge and spin) ... 54.0 kcal per mole
Charge ... 0
LUMO energy (spin up / spin down) ... -0.688 / -0.687 eV
Highest occupied orbital energy (spin up / spin down) ... -9.019 / -9.018 eV

The molecule's Löwdin atomic charges, reported in e, are given here: 0.02, 0.03, -0.02, -0.04, 0.89, -0.45, -0.04, -0.34, -0.60, 0.55

C2H4O2P2 | the ωB97M-V functional and the def2-TZVPD basis

Positions of all 10 atoms, in Å:
H -0.345 -0.734 0.882
C 1.565 1.569 -0.304
H -1.236 -0.501 -0.700
P 4.081 -0.571 0.198
H 0.619 2.091 -0.083
O 2.578 2.017 0.172
H 0.071 -1.751 -0.323
O 2.507 -0.742 0.150
P 1.342 -0.113 -0.926
C -0.309 -0.734 -0.227

Calculated values
Orbital gap (spin up / spin down) ... 7.2770 / 8.9803 eV
Spin multiplicity ... 3
Energy relative to the best compared isomer or geometry (same formula, charge and spin) ... 21.0 kcal per mole
Charge ... 0
LUMO energy (spin up / spin down) ... -0.025 / -0.318 eV
Highest occupied orbital energy (spin up / spin down) ... -7.302 / -9.298 eV

The molecule's Löwdin atomic charges, reported in e, are given here: 0.05, -0.47, 0.03, 0.68, 0.08, -0.06, 0.01, -0.94, 0.87, -0.24

C2H4O2PS | the ωB97M-V functional and the def2-TZVPD basis

Positions of all 10 atoms, in Å:
O -0.655 -0.788 -1.585
S -0.904 0.026 1.679
O 1.729 -0.167 -1.222
P 0.546 -0.398 -0.382
C 0.531 -1.045 1.221
H -0.471 -0.079 -2.230
H 0.494 -2.023 1.420
C -0.306 1.124 0.309
H 0.291 1.935 0.831
H -1.255 1.415 -0.041

Calculated values
Orbital gap ... 6.1007 eV
Energy relative to the best compared isomer or geometry (same formula, charge and spin) ... 52.7 kcal per mole
Charge ... -1
LUMO energy ... 3.668 eV
Highest occupied orbital energy ... -2.433 eV

The molecule's Löwdin atomic charges, reported in e, are given here: -0.29, 0.55, -0.41, 0.36, -0.60, 0.02, -0.10, -0.55, 0.05, -0.02

C2H4O3 | the ωB97M-V functional and the def2-TZVPD basis

Positions of all 9 atoms, in Å:
O 0.919 1.057 0.518
C -1.565 -0.887 -2.165
H 1.937 0.597 2.215
O 0.459 -0.602 1.996
H 0.071 0.704 0.123
H -1.227 -1.897 -2.151
H -2.634 -0.805 -2.393
C 1.112 0.332 1.622
O -0.806 0.137 -1.831

Calculated values
Orbital gap ... 10.2179 eV
Energy relative to the best compared isomer or geometry (same formula, charge and spin) ... 38.1 kcal per mole
Structure (SMILES) ... O=CO.C=O
Charge ... 0
LUMO energy ... -0.366 eV
Highest occupied orbital energy ... -10.584 eV

The molecule's Löwdin atomic charges, reported in e, are given here: 0.07, 0.00, 0.12, 0.06, 0.10, 0.06, 0.08, -0.41, -0.09

C2H4O3 | the ωB97M-V functional and the def2-TZVPD basis

Positions of all 9 atoms, in Å:
O 1.427 -0.969 -0.495
H 1.106 -1.059 -2.494
H -1.494 -0.061 0.708
H -2.057 -0.385 2.478
O -0.487 0.846 2.184
H 0.896 1.204 -0.867
C 1.190 -0.486 -1.564
C -1.362 0.124 1.789
O 0.781 0.786 -1.740

Calculated values
Orbital gap ... 11.1221 eV
Energy relative to the best compared isomer or geometry (same formula, charge and spin) ... 26.5 kcal per mole
Structure (SMILES) ... O=CO.C=O
Charge ... 0
LUMO energy ... 0.822 eV
Highest occupied orbital energy ... -10.300 eV

The molecule's Löwdin atomic charges, reported in e, are given here: 0.07, 0.14, 0.08, 0.08, -0.01, 0.12, -0.39, -0.14, 0.06

C2H4O3 | the ωB97M-V functional and the def2-TZVPD basis

Positions of all 9 atoms, in Å:
O -1.487 0.488 -0.835
O 1.318 1.053 1.134
O 0.210 1.927 1.321
H 2.066 1.613 1.382
C -0.396 -1.704 -0.946
H -0.466 1.561 0.730
H 0.567 -1.797 -0.478
C -0.994 -0.567 -0.905
H -0.818 -2.574 -1.404

Calculated values
Orbital gap ... 10.4437 eV
Energy relative to the best compared isomer or geometry (same formula, charge and spin) ... 98.6 kcal per mole
Structure (SMILES) ... C=C=O.OO
Charge ... 0
LUMO energy ... 0.783 eV
Highest occupied orbital energy ... -9.661 eV

The molecule's Löwdin atomic charges, reported in e, are given here: 0.15, -0.09, -0.08, 0.09, 0.02, 0.05, 0.07, -0.27, 0.06

C2H4O3S | the ωB97M-V functional and the def2-TZVPD basis

Positions of all 10 atoms, in Å:
O -2.885 -0.403 -0.128
S -1.728 0.338 -0.537
O -1.767 1.141 -1.701
H 2.157 0.296 0.927
C -0.159 -0.729 -0.200
H 2.050 0.318 -0.890
H 0.112 -1.253 1.661
H 1.078 1.365 -0.021
C 1.538 0.404 0.047
O -0.396 -1.476 0.843

Calculated values
Orbital gap (spin up / spin down) ... 8.0497 / 8.0512 eV
Energy relative to the best compared isomer or geometry (same formula, charge and spin) ... 99.8 kcal per mole
Charge ... 0
LUMO energy (spin up / spin down) ... -0.963 / -0.965 eV
Highest occupied orbital energy (spin up / spin down) ... -9.012 / -9.016 eV

The molecule's Löwdin atomic charges, reported in e, are given here: -0.36, 0.76, -0.36, 0.03, -0.21, 0.02, 0.14, 0.00, 0.03, -0.05

C2H4O3S | the ωB97M-V functional and the def2-TZVPD basis

Positions of all 10 atoms, in Å:
O 0.538 1.844 -0.322
H 1.772 -0.410 -0.889
H 1.672 -1.254 0.713
O -2.479 1.022 0.156
H 0.250 2.375 0.465
S -1.505 0.010 -0.129
O -1.878 -1.388 -0.066
C 1.100 -0.804 -0.104
C 0.163 0.160 0.502
H 0.366 -1.555 -0.325

Calculated values
Orbital gap (spin up / spin down) ... 7.9558 / 7.9462 eV
Energy relative to the best compared isomer or geometry (same formula, charge and spin) ... 108.8 kcal per mole
Charge ... 0
LUMO energy (spin up / spin down) ... -2.168 / -2.170 eV
Highest occupied orbital energy (spin up / spin down) ... -10.123 / -10.116 eV

The molecule's Löwdin atomic charges, reported in e, are given here: -0.21, 0.11, 0.09, -0.30, 0.04, 0.84, -0.33, -0.14, -0.15, 0.05

C2H4O3S2 | the ωB97M-V functional and the def2-TZVPD basis

Positions of all 11 atoms, in Å:
H -2.138 -0.030 -0.829
O 1.178 1.064 -1.399
O 0.901 0.830 1.021
H -0.458 0.729 -0.749
C -0.689 -0.967 0.524
O 2.884 -0.198 -0.009
H -1.564 0.909 0.631
H -1.012 -1.322 1.384
C -1.290 0.231 -0.129
S 0.614 -1.666 -0.291
S 1.574 0.419 -0.156

Calculated values
Orbital gap (spin up / spin down) ... 8.3569 / 8.3582 eV
Energy relative to the best compared isomer or geometry (same formula, charge and spin) ... 65.7 kcal per mole
Charge ... 0
LUMO energy (spin up / spin down) ... -2.058 / -2.058 eV
Highest occupied orbital energy (spin up / spin down) ... -10.415 / -10.416 eV

The molecule's Löwdin atomic charges, reported in e, are given here: 0.13, -0.32, -0.32, 0.05, -0.41, -0.33, 0.07, 0.03, -0.16, 0.87, 0.39

C2H4O3S2 | the ωB97M-V functional and the def2-TZVPD basis

Positions of all 11 atoms, in Å:
O -1.590 0.993 -0.005
O -2.238 -0.209 2.001
H 1.319 0.920 -0.163
O 0.092 0.719 1.750
C 0.877 0.323 -0.845
C 0.664 -1.054 -0.632
S -0.385 -1.697 0.469
H 1.355 0.506 -1.812
H 1.222 -1.593 -1.361
H -0.145 0.825 -0.599
S -1.171 0.267 1.197

Calculated values
Orbital gap ... 8.9991 eV
Energy relative to the best compared isomer or geometry (same formula, charge and spin) ... 54.2 kcal per mole
Charge ... 0
LUMO energy ... -1.564 eV
Highest occupied orbital energy ... -10.563 eV

The molecule's Löwdin atomic charges, reported in e, are given here: -0.32, -0.31, 0.06, -0.34, -0.16, -0.47, 0.95, 0.11, 0.08, 0.06, 0.33

C2H4O3Zn | the ωB97M-V functional and the def2-TZVPD basis

Positions of all 10 atoms, in Å:
Zn 0.052 0.226 0.288
H -2.747 -1.240 -0.215
H 2.802 0.071 -0.997
C -2.795 -0.146 -0.076
H 3.047 -0.056 0.779
O 1.568 1.255 0.168
O -1.802 0.503 0.195
O 1.377 -1.023 0.031
H -3.775 0.353 -0.159
C 2.272 0.057 -0.015

Calculated values
Orbital gap ... 6.0737 eV
Charge ... 0
LUMO energy ... -1.858 eV
Highest occupied orbital energy ... -7.932 eV

The molecule's Löwdin atomic charges, reported in e, are given here: 0.86, 0.12, 0.10, 0.03, 0.10, -0.34, -0.06, -0.35, 0.12, -0.57

Largest force on an atom values, unit eV/A, following the record order: 4.28, 3.64, 3.79, 4.19, 7.09, 1.20, 1.39, 3.75, 5.60, 6.59, 3.73, 1.74.